Entry 1:
110
Properties=species:S:1:pos:R:3:mulliken_charge:R:1 method="wB97M-V/def2-TZVPD" orbital_gap_ha="0.313 / 0.299" homo_energy_ev="-7.98 / -7.59" e_tot_ev=-155002.5812 spin_multiplicity=2
Mn 0.458 0.543 0.154 0.82
C -0.271 5.537 0.164 -1.73
C 0.161 4.206 -0.453 1.06
C 0.162 4.279 -1.979 -1.24
P -0.673 2.675 0.167 0.93
C -1.149 3.142 1.892 0.19
C 0.109 3.349 2.745 -1.36
C -2.095 2.118 2.522 -1.52
C -2.306 2.547 -0.660 0.09
C -3.090 3.669 -0.946 -0.61
C -4.336 3.526 -1.536 -0.99
C -4.814 2.256 -1.846 -0.83
C -4.048 1.141 -1.545 -0.26
C -2.785 1.261 -0.945 0.34
Si -1.692 -0.189 -0.429 1.13
C -2.609 -1.173 0.904 0.24
C -3.934 -0.913 1.270 -0.10
C -4.546 -1.597 2.313 -0.75
C -3.837 -2.560 3.014 -1.13
C -2.521 -2.833 2.669 -0.29
C -1.892 -2.149 1.623 0.02
P -0.114 -2.363 1.185 0.74
C 0.141 -4.167 0.787 0.50
C 0.015 -4.414 -0.719 -1.03
C -0.737 -5.175 1.530 -1.74
C 0.788 -2.156 2.801 1.04
C 0.783 -3.257 3.857 -1.95
C 0.351 -0.836 3.415 -1.85
C -1.612 -1.346 -1.916 0.62
C -2.705 -2.122 -2.328 -0.90
C -2.640 -2.916 -3.463 -0.89
C -1.471 -2.938 -4.217 -1.20
C -0.375 -2.185 -3.819 -0.75
C -0.430 -1.407 -2.656 0.66
P 0.923 -0.317 -2.073 -0.49
C 2.560 -1.208 -2.139 1.35
C 2.785 -2.264 -3.222 -1.88
C 2.939 -1.828 -0.786 -0.91
C 1.037 0.956 -3.413 0.85
C -0.367 1.421 -3.806 -1.76
C 1.831 0.572 -4.659 -1.82
H 0.408 6.314 -0.199 0.48
H -0.209 5.540 1.252 0.36
H -1.279 5.838 -0.121 0.24
H 1.187 4.028 -0.146 -0.03
H -0.845 4.404 -2.385 0.25
H 0.590 3.383 -2.419 -0.03
H 0.767 5.129 -2.304 0.60
H -1.684 4.090 1.803 1.05
H 0.529 2.383 3.023 -0.06
H -0.139 3.879 3.668 0.58
H 0.887 3.924 2.235 0.34
H -1.641 1.128 2.542 -0.09
H -3.044 2.049 1.986 0.28
H -2.312 2.407 3.555 0.62
H -2.732 4.663 -0.713 0.15
H -4.932 4.403 -1.756 0.41
H -5.782 2.141 -2.319 0.43
H -4.432 0.156 -1.799 0.35
H -4.495 -0.150 0.740 0.40
H -5.572 -1.375 2.583 0.41
H -4.303 -3.097 3.832 0.44
H -1.984 -3.585 3.230 0.28
H 1.187 -4.329 1.073 0.60
H -1.016 -4.265 -1.054 0.25
H 0.298 -5.444 -0.953 0.57
H 0.644 -3.746 -1.302 -0.06
H -1.791 -5.022 1.285 0.32
H -0.632 -5.134 2.614 0.33
H -0.470 -6.187 1.210 0.49
H 1.825 -2.024 2.467 0.23
H -0.204 -3.414 4.294 0.28
H 1.457 -2.976 4.671 0.48
H 1.137 -4.206 3.457 0.40
H -0.703 -0.865 3.687 0.16
H 1.453 0.406 2.367 -0.80
H 0.929 -0.618 4.316 0.65
H -3.620 -2.117 -1.738 0.29
H -3.495 -3.511 -3.764 0.43
H -1.411 -3.545 -5.113 0.39
H 0.519 -2.216 -4.423 0.37
H 3.245 -0.376 -2.317 0.54
H 2.122 -3.119 -3.083 0.27
H 3.811 -2.632 -3.141 0.46
H 2.653 -1.887 -4.235 0.35
H 2.307 -2.691 -0.569 -0.11
H 2.856 -1.128 0.040 -0.44
H 3.976 -2.174 -0.822 0.65
H 1.564 1.779 -2.922 0.57
H -0.866 0.657 -4.408 0.32
H -0.304 2.335 -4.402 0.54
H -1.005 1.624 -2.945 0.46
H 1.358 -0.253 -5.199 0.19
H 2.863 0.298 -4.434 0.38
H 1.861 1.428 -5.340 0.52
F 4.503 -0.818 2.996 -0.21
C 4.669 0.110 3.954 0.60
F 5.903 0.583 3.891 -0.22
F 4.480 -0.468 5.137 -0.23
S 3.375 1.388 3.725 0.84
O 0.501 0.243 2.489 0.12
O 3.518 2.283 4.878 -0.72
N 4.058 2.105 2.404 -0.67
S 3.451 2.012 1.001 1.26
O 2.457 0.920 0.838 0.23
O 3.097 3.261 0.391 -0.96
C 4.860 1.410 0.005 0.45
F 5.226 0.188 0.383 -0.21
F 4.489 1.367 -1.284 -0.20
F 5.889 2.232 0.125 -0.23

Entry 2:
18
Properties=species:S:1:pos:R:3:mulliken_charge:R:1 method="wB97M-V/def2-TZVPD" smiles="C/C=C/C=C/N.O" de_lowest_kj_mol=263.3 orbital_gap_ha=0.299 homo_energy_ev=-7.18 e_tot_ev=-8898.9684 spin_multiplicity=1
C 1.149 -0.761 3.081 -1.05
C 0.175 -0.260 2.035 -0.19
C 0.070 -0.844 0.837 -0.20
C -1.046 -0.512 -0.048 -0.63
C -1.049 -1.009 -1.327 -0.13
N -1.516 -0.291 -2.406 -0.42
H 1.431 -1.785 2.876 0.33
H 2.083 -0.208 3.182 0.25
H 0.637 -0.765 4.034 0.31
H -0.671 0.296 2.410 0.30
H 0.733 -1.599 0.443 0.32
H -1.883 0.081 0.307 0.34
H -0.900 -2.076 -1.472 0.32
H -1.867 0.633 -2.195 0.23
H -2.098 -0.850 -3.017 0.22
O 1.696 2.806 -1.820 -0.64
H 2.397 3.297 -1.366 0.32
H 1.261 2.335 -1.099 0.32